Entry i
{
  "formula": "C4H11NO4",
  "method": "wB97M-V/def2-TZVPD",
  "species": ["C", "O", "C", "C", "O", "C", "N", "O", "O", "H", "H", "H", "H", "H", "H", "H", "H", "H", "H", "H"],
  "xyz": [[-0.24203, 2.04919, -1.22642], [-0.69687, 1.02022, -0.37932], [0.07576, -0.20578, -0.26838], [1.57066, 0.01903, -0.10766], [-0.23574, -1.00595, -1.38854], [-0.54663, -0.91988, 0.95453], [-0.24349, -0.21813, 2.14384], [-1.91893, -1.08261, 0.78396], [0.13022, -2.19154, 0.99070], [-0.10170, 1.70199, -2.25762], [0.68999, 2.49153, -0.85852], [-1.01818, 2.81340, -1.21396], [1.74172, 0.72956, 0.69501], [2.03809, -0.92458, 0.15856], [2.00972, 0.37819, -1.03693], [0.12775, -0.56545, -2.16827], [-0.36177, -0.82561, 2.94516], [-0.84826, 0.59025, 2.22063], [-2.10939, -1.18935, -0.15688], [-0.06091, -2.66448, 0.17010]],
  "lowdin_charge": [-0.092, -0.117, -0.514, 0.011, 0.035, -0.621, 0.149, 0.065, 0.026, 0.088, 0.088, 0.094, 0.092, 0.094, 0.087, 0.107, 0.101, 0.103, 0.103, 0.101],
  "e_homo_ev": -9.866,
  "orbital_gap_ev": 10.47,
  "charge": 0
}

Entry ii
{
  "formula": "C4H11NO4",
  "method": "wB97M-V/def2-TZVPD",
  "species": ["C", "C", "O", "O", "C", "O", "O", "C", "N", "H", "H", "H", "H", "H", "H", "H", "H", "H", "H", "H"],
  "xyz": [[0.14454, 1.69543, 0.70716], [0.62208, 0.27876, 0.55284], [1.88969, 0.13663, 0.14748], [0.99556, -0.36587, 2.08744], [-0.36113, -0.76057, -0.03377], [-0.06130, -2.04875, 0.41358], [-1.65874, -0.36492, 0.37998], [-0.26820, -0.82388, -1.57843], [-0.74248, 0.33606, -2.30410], [0.89557, 2.27492, 1.24054], [-0.81819, 1.72961, 1.20795], [0.03715, 2.12579, -0.28937], [2.09216, -0.46594, 1.06011], [1.12402, 0.30880, 2.76502], [0.14785, -1.97865, 1.35882], [-2.24654, -1.11061, 0.20510], [-0.86625, -1.69461, -1.86695], [0.76551, -1.03228, -1.85091], [-0.07071, 1.09295, -2.28324], [-1.62059, 0.66713, -1.91924]],
  "lowdin_charge": [0.013, -0.426, -0.012, -0.093, -0.535, 0.045, 0.025, -0.182, 0.023, 0.096, 0.092, 0.088, 0.183, 0.084, 0.098, 0.115, 0.125, 0.126, 0.064, 0.072],
  "e_homo_ev": -9.352,
  "orbital_gap_ev": 9.96,
  "charge": 0
}

Going by the computed energies, the most stable comes first: entry i, entry ii.

Entry i
{
  "formula": "H10O5",
  "method": "wB97M-V/def2-TZVPD",
  "species": ["O", "H", "H", "O", "H", "H", "O", "H", "H", "O", "H", "H", "O", "H", "H"],
  "xyz": [[-1.91013, 0.70990, 2.23637], [-1.88355, 0.25494, 3.08495], [-1.16838, 1.31023, 2.14202], [0.73501, 0.41430, 1.90203], [1.36225, 0.58098, 1.16561], [0.61238, -0.53261, 1.83333], [3.61654, 0.22316, -0.98093], [3.46877, 1.17948, -1.03144], [3.20182, -0.03794, -1.82014], [0.00735, -0.75046, -2.66261], [-0.42560, -1.55860, -2.38653], [-0.73569, -0.14918, -2.73506], [-1.95621, -0.66650, -0.39938], [-2.11584, 0.12229, 0.13592], [-2.80873, -1.09999, -0.48414]],
  "lowdin_charge": [-0.068, 0.048, 0.020, -0.063, 0.056, 0.044, -0.070, 0.035, 0.039, -0.067, 0.018, 0.019, -0.061, 0.014, 0.037],
  "e_homo_ev": -11.036,
  "orbital_gap_ev": 11.70,
  "charge": 0
}

Entry ii
{
  "formula": "H10O5",
  "method": "wB97M-V/def2-TZVPD",
  "species": ["O", "H", "H", "O", "H", "H", "O", "H", "H", "O", "H", "H", "O", "H", "H"],
  "xyz": [[-1.02315, -2.90149, 0.39554], [-0.32356, -2.97130, -0.27352], [-1.29293, -1.99025, 0.20559], [-0.47307, -0.68853, -1.20511], [-0.41500, -0.94172, -2.13369], [-0.32837, 0.27645, -1.14171], [-0.97888, 1.90304, 0.35501], [-0.57719, 1.36075, 1.04966], [-1.88429, 2.14523, 0.54674], [1.88968, 1.77140, -0.96489], [2.22522, 1.63108, -0.08705], [1.32736, 2.53861, -0.92796], [0.78113, -0.33553, 1.51097], [0.92762, -0.87216, 0.69789], [0.14542, -0.92558, 1.97252]],
  "lowdin_charge": [-0.079, 0.030, 0.004, -0.070, 0.062, 0.028, -0.056, 0.018, 0.042, -0.042, 0.025, 0.023, -0.080, 0.038, 0.056],
  "e_homo_ev": -11.325,
  "orbital_gap_ev": 11.79,
  "charge": 0
}

Going by the computed energies, the most stable comes first: entry ii, entry i.

Entry i
{
  "formula": "H10O5",
  "method": "wB97M-V/def2-TZVPD",
  "species": ["O", "H", "H", "O", "H", "H", "O", "H", "H", "O", "H", "H", "O", "H", "H"],
  "xyz": [[-2.41405, -0.17925, 1.22083], [-1.90510, 0.53435, 1.54156], [-1.79797, -0.77784, 0.79464], [-0.28247, 1.17548, -1.35271], [0.13373, 1.71784, -0.65998], [-1.18306, 1.45480, -1.21397], [1.60826, 0.32547, 1.61471], [1.75532, 1.19183, 1.24122], [1.04810, 0.35613, 2.39016], [1.00124, -1.30194, -2.26019], [0.66701, -1.56222, -1.41768], [1.64967, -0.60952, -2.10986], [-0.28770, -1.08914, 0.05265], [-0.42694, -0.25534, -0.48003], [0.43394, -0.98065, 0.63864]],
  "lowdin_charge": [-0.051, -0.010, -0.022, -0.017, 0.069, 0.065, -0.025, 0.044, 0.056, -0.055, -0.031, 0.027, -0.082, 0.022, 0.009],
  "e_homo_ev": -10.602,
  "orbital_gap_ev": 10.25,
  "charge": 0
}

Entry ii
{
  "formula": "H10O5",
  "method": "wB97M-V/def2-TZVPD",
  "species": ["O", "H", "H", "O", "H", "H", "O", "H", "H", "O", "H", "H", "O", "H", "H"],
  "xyz": [[1.03915, 2.42669, 1.40487], [0.67405, 1.60299, 1.08167], [0.81922, 3.06813, 0.72928], [0.10337, 0.09924, -0.02334], [-0.35668, -0.73286, 0.08716], [-0.58261, 0.72297, -0.26131], [-0.15734, -2.83672, 1.40650], [0.76555, -2.91588, 1.64782], [-0.62956, -3.26673, 2.11948], [-2.31629, 1.83884, -1.08942], [-2.85622, 1.04927, -1.05348], [-2.29217, 2.07103, -2.01772], [2.31918, -1.04930, -1.31310], [1.69607, -0.57886, -0.75934], [1.77435, -1.49878, -1.95914]],
  "lowdin_charge": [-0.053, -0.021, 0.028, -0.044, 0.042, 0.021, -0.043, 0.042, 0.036, -0.036, 0.043, 0.046, -0.062, -0.025, 0.025],
  "e_homo_ev": -10.848,
  "orbital_gap_ev": 11.09,
  "charge": 0
}

Going by the computed energies, the most stable comes first: entry ii, entry i.

Entry i
{
  "formula": "H10O5",
  "method": "wB97M-V/def2-TZVPD",
  "species": ["O", "H", "H", "O", "H", "H", "O", "H", "H", "O", "H", "H", "O", "H", "H"],
  "xyz": [[-0.31247, -0.42793, -0.28600], [0.02453, -1.21993, -0.79700], [0.33053, 0.10807, 0.05100], [1.74353, 1.19307, 0.80000], [1.26053, 1.97207, 0.35400], [1.33253, 1.30107, 1.61000], [-1.92347, -0.99693, 1.69300], [-1.57947, -0.60293, 1.06500], [-2.18547, -0.31393, 2.20500], [1.89153, -1.92093, -0.64400], [2.49653, -1.63893, -1.23200], [2.32453, -1.49093, 0.08500], [-2.13147, 1.10607, -1.59900], [-2.00347, 1.96507, -2.07700], [-1.26847, 0.96707, -1.22800]],
  "lowdin_charge": [-0.048, 0.098, -0.058, -0.032, 0.113, 0.007, 0.088, -0.156, -0.008, 0.018, -0.011, 0.049, -0.076, 0.053, -0.036],
  "e_homo_ev": -10.827,
  "orbital_gap_ev": 10.87,
  "charge": 0
}

Entry ii
{
  "formula": "H10O5",
  "method": "wB97M-V/def2-TZVPD",
  "species": ["O", "H", "H", "O", "H", "H", "O", "H", "H", "O", "H", "H", "O", "H", "H"],
  "xyz": [[-1.59464, -19.51833, 17.38169], [-1.01118, -20.33600, 17.25571], [-0.94388, -18.90615, 17.75264], [-1.98342, -17.95984, 20.30180], [-2.27523, -18.81628, 20.23576], [-1.07053, -17.98326, 20.66770], [-4.54932, -16.47604, 19.69305], [-5.02232, -15.84495, 20.25513], [-3.77565, -16.71231, 20.27788], [-2.82294, -15.91798, 21.94351], [-2.32695, -16.72029, 21.74915], [-2.46315, -15.29789, 21.31490], [0.81894, -17.68209, 20.67907], [1.62075, -17.98997, 20.96420], [0.85907, -17.75430, 19.73068]],
  "lowdin_charge": [-0.084, 0.074, 0.011, -0.026, 0.016, 0.032, -0.100, 0.029, -0.004, -0.059, 0.002, 0.040, 0.010, 0.008, 0.051],
  "e_homo_ev": -10.415,
  "orbital_gap_ev": 10.36,
  "charge": 0
}

Entry iii
{
  "formula": "H10O5",
  "method": "wB97M-V/def2-TZVPD",
  "species": ["O", "H", "H", "O", "H", "H", "O", "H", "H", "O", "H", "H", "O", "H", "H"],
  "xyz": [[1.41866, -1.34343, 0.91078], [2.14030, -1.15028, 1.52616], [1.84463, -1.44148, 0.04841], [0.74626, -0.96032, 3.78656], [0.50266, -0.96492, 2.85218], [1.13287, -1.82907, 3.94517], [-0.28965, 0.39476, -0.68687], [-0.92293, -0.12863, -1.19168], [0.01779, -0.19617, 0.02607], [-2.33315, -0.53869, -3.92701], [-2.72996, 0.14918, -3.37972], [-2.67906, -0.37243, -4.81095], [0.15643, 2.99839, 0.54832], [0.97925, 3.28920, 0.14324], [0.01589, 2.09390, 0.20934]],
  "lowdin_charge": [-0.059, 0.058, 0.065, -0.055, 0.005, 0.037, -0.058, 0.047, 0.017, -0.064, 0.033, 0.036, -0.077, 0.027, -0.012],
  "e_homo_ev": -10.731,
  "orbital_gap_ev": 11.04,
  "charge": 0
}

Entry iv
{
  "formula": "H10O5",
  "method": "wB97M-V/def2-TZVPD",
  "species": ["O", "H", "H", "O", "H", "H", "O", "H", "H", "O", "H", "H", "O", "H", "H"],
  "xyz": [[2.45413, -0.70293, 0.33120], [2.71813, -0.67293, -0.57480], [2.76313, 0.16507, 0.61520], [0.35013, 2.48207, 0.67020], [-0.45587, 2.98807, 0.54120], [0.09713, 1.56607, 0.47120], [-0.46487, -1.76493, -3.57180], [-0.68587, -1.44793, -4.48680], [-1.14387, -1.49793, -3.01580], [-0.31287, -0.39793, 0.60720], [-0.64987, -0.93893, -0.14780], [0.58613, -0.71093, 0.48420], [-2.12487, 0.31307, 2.69720], [-1.60287, -0.12793, 2.06520], [-1.52787, 0.74807, 3.31420]],
  "lowdin_charge": [-0.024, 0.045, 0.067, -0.074, 0.032, -0.011, -0.049, 0.070, -0.021, -0.065, 0.084, 0.003, -0.049, -0.048, 0.038],
  "e_homo_ev": -10.824,
  "orbital_gap_ev": 11.06,
  "charge": 0
}

Going by the computed energies, the most stable comes first: entry iii, entry iv, entry ii, entry i.